(1)
{"formula": "C3H4N2O", "method": "ωB97M-V with the def2-TZVPD basis set", "elements": ["C", "C", "C", "N", "N", "O", "H", "H", "H", "H"], "coordinates": [[-2.133, 0.045, -0.065], [0.050, -0.801, 0.150], [-0.160, 0.347, -0.762], [-0.923, 1.460, -0.099], [-1.167, -0.730, -0.749], [-3.237, -0.108, 0.310], [0.586, -1.719, -0.183], [0.084, -0.663, 1.306], [0.450, 0.497, -1.721], [-0.655, 1.441, 0.862]], "energy_ha": -301.3466, "e_above_lowest_kj_mol": 369.2, "largest_force_ha_per_bohr": 0.0806, "lumo_ev": 0.81}


(2)
{"formula": "C34H54BBeN8S", "method": "ωB97M-V with the def2-TZVPD basis set", "elements": ["Be", "C", "C", "C", "C", "C", "C", "C", "C", "C", "N", "N", "B", "N", "N", "C", "C", "C", "C", "C", "C", "C", "C", "C", "N", "N", "C", "C", "C", "C", "C", "C", "C", "C", "C", "H", "H", "H", "H", "H", "H", "H", "H", "H", "H", "H", "H", "H", "H", "H", "H", "H", "H", "H", "H", "H", "H", "H", "H", "H", "H", "H", "H", "H", "H", "H", "H", "H", "H", "H", "H", "H", "H", "H", "H", "H", "H", "H", "H", "H", "H", "N", "C", "S", "N", "C", "C", "C", "C", "C", "C", "H", "H", "H", "H", "H", "H", "H", "H"], "coordinates": [[-20.402, 3.264, -1.670], [-19.302, 4.640, 2.003], [-20.089, 3.361, 1.880], [-20.330, 2.762, 3.243], [-21.356, 3.422, 1.069], [-22.596, 3.701, 1.704], [-23.481, 3.821, 0.601], [-24.960, 4.116, 0.622], [-25.220, 5.516, 1.268], [-25.803, 3.020, 1.366], [-22.803, 3.789, -0.528], [-21.419, 3.627, -0.247], [-23.198, 3.733, -2.051], [-22.322, 4.808, -2.735], [-20.867, 4.749, -2.460], [-20.284, 5.423, -3.517], [-21.288, 6.033, -4.286], [-22.518, 5.610, -3.782], [-23.858, 6.056, -4.353], [-24.020, 7.574, -4.265], [-25.113, 5.364, -3.867], [-18.845, 5.830, -3.641], [-18.632, 6.557, -5.003], [-18.482, 6.731, -2.460], [-22.693, 2.295, -2.494], [-21.245, 2.203, -2.723], [-21.046, 0.969, -3.287], [-22.248, 0.257, -3.278], [-23.255, 1.115, -2.777], [-24.692, 0.780, -2.689], [-25.764, 1.859, -2.333], [-25.064, 0.055, -3.992], [-19.863, 0.476, -4.020], [-18.775, 1.485, -4.397], [-19.267, -0.684, -3.136], [-18.688, 4.619, 2.940], [-18.638, 4.873, 1.222], [-19.999, 5.489, 2.251], [-19.491, 2.629, 1.308], [-20.989, 3.403, 3.838], [-20.725, 1.757, 3.332], [-19.353, 2.760, 3.714], [-22.798, 3.843, 2.721], [-25.268, 4.107, -0.416], [-25.114, 5.516, 2.332], [-24.662, 6.340, 0.806], [-26.264, 5.802, 1.116], [-25.483, 2.933, 2.415], [-26.886, 3.308, 1.278], [-25.745, 1.999, 0.908], [-24.396, 3.813, -2.247], [-21.103, 6.612, -5.170], [-23.838, 5.839, -5.417], [-23.453, 7.996, -3.442], [-23.684, 8.144, -5.126], [-25.036, 7.857, -4.177], [-25.341, 5.598, -2.827], [-25.967, 5.728, -4.453], [-25.074, 4.272, -4.022], [-18.321, 4.889, -3.590], [-19.067, 7.544, -5.001], [-17.576, 6.643, -5.188], [-19.037, 6.066, -5.889], [-18.816, 7.751, -2.672], [-18.964, 6.444, -1.511], [-17.369, 6.704, -2.301], [-22.391, -0.748, -3.568], [-24.759, -0.002, -1.890], [-25.663, 2.694, -3.058], [-26.757, 1.333, -2.516], [-25.674, 2.147, -1.285], [-25.112, 0.796, -4.755], [-24.258, -0.666, -4.308], [-26.057, -0.334, -4.001], [-20.286, -0.017, -4.920], [-18.146, 1.719, -3.537], [-18.088, 1.182, -5.206], [-19.183, 2.483, -4.701], [-18.764, -0.327, -2.182], [-19.982, -1.477, -2.852], [-18.451, -1.155, -3.620], [-16.774, 3.889, -1.394], [-17.079, 2.632, -1.006], [-18.761, 2.156, -0.920], [-16.053, 1.814, -0.754], [-16.149, 0.561, -0.055], [-16.512, -0.486, -0.886], [-16.805, -1.736, -0.290], [-16.771, -1.813, 1.091], [-16.225, -0.825, 1.914], [-15.979, 0.414, 1.358], [-17.494, 4.521, -1.544], [-15.825, 4.203, -1.299], [-15.158, 2.271, -0.915], [-16.670, -0.355, -1.960], [-17.113, -2.551, -0.948], [-17.089, -2.755, 1.497], [-15.972, -1.030, 2.935], [-15.533, 1.211, 1.932]], "energy_ha": -2203.7661, "largest_force_ha_per_bohr": 0.0709, "lumo_ev": -2.07, "charge": 1}


(3)
{"formula": "C23H24FN3O3", "method": "ωB97M-V with the def2-TZVPD basis set", "elements": ["C", "C", "C", "C", "C", "C", "N", "C", "O", "C", "C", "O", "N", "N", "C", "C", "C", "C", "C", "C", "F", "C", "C", "O", "C", "C", "C", "C", "C", "C", "H", "H", "H", "H", "H", "H", "H", "H", "H", "H", "H", "H", "H", "H", "H", "H", "H", "H", "H", "H", "H", "H", "H", "H"], "coordinates": [[1.454, 3.892, 1.845], [1.979, 4.621, 0.614], [2.379, 3.682, -0.526], [3.576, 2.781, -0.190], [3.177, 1.361, 0.214], [2.749, 0.531, -0.998], [2.204, -0.759, -0.600], [0.828, -0.812, -0.465], [0.177, 0.215, -0.678], [0.241, -2.079, -0.090], [-1.220, -2.256, 0.050], [-1.714, -3.342, 0.366], [-1.982, -1.162, -0.191], [-3.316, -1.207, -0.104], [-3.982, -0.151, -0.353], [-5.427, -0.144, -0.275], [-6.138, 1.023, -0.561], [-7.518, 1.040, -0.491], [-8.216, -0.102, -0.137], [-7.500, -1.254, 0.145], [-8.179, -2.368, 0.491], [-6.124, -1.300, 0.083], [1.047, -3.182, 0.153], [0.568, -4.359, 0.495], [2.476, -3.059, 0.039], [3.304, -4.158, 0.301], [4.668, -4.045, 0.202], [5.224, -2.821, -0.161], [4.428, -1.728, -0.423], [3.032, -1.821, -0.335], [0.632, 3.234, 1.574], [2.237, 3.299, 2.312], [1.091, 4.608, 2.579], [2.838, 5.236, 0.894], [1.202, 5.294, 0.245], [1.517, 3.068, -0.790], [2.624, 4.295, -1.396], [4.147, 3.234, 0.622], [4.243, 2.716, -1.054], [2.343, 1.396, 0.915], [4.014, 0.869, 0.715], [3.576, 0.380, -1.692], [1.949, 1.053, -1.527], [-1.486, -0.294, -0.450], [-3.489, 0.788, -0.635], [-5.601, 1.918, -0.839], [-8.059, 1.948, -0.715], [-9.293, -0.111, -0.076], [-5.583, -2.205, 0.305], [-0.440, -4.267, 0.533], [2.835, -5.087, 0.583], [5.305, -4.891, 0.405], [6.296, -2.721, -0.236], [4.904, -0.800, -0.692]], "smiles": "CCCCCCn1c(=O)c(C(=O)N/N=C/c2cccc(F)c2)c(O)c2ccccc21", "energy_ha": -1380.7504, "e_above_lowest_kj_mol": 21.2, "largest_force_ha_per_bohr": 0.0201, "lumo_ev": -0.26}


(4)
{"formula": "C4H24NO11", "method": "ωB97M-V with the def2-TZVPD basis set", "elements": ["O", "C", "N", "C", "C", "O", "C", "O", "H", "H", "H", "H", "H", "H", "H", "H", "H", "H", "O", "H", "H", "O", "H", "H", "O", "H", "H", "O", "H", "H", "O", "H", "H", "O", "H", "H", "O", "H", "H", "O"], "coordinates": [[0.976, 0.823, 2.769], [1.442, 0.763, 1.651], [0.610, 0.627, 0.507], [-0.871, 0.422, 0.594], [-1.222, -1.016, 0.279], [-1.736, -1.825, 1.322], [-1.514, 1.468, -0.347], [-2.805, 1.276, -0.764], [2.476, 0.752, 1.430], [1.041, 0.244, -0.350], [-1.121, 0.514, 1.678], [-1.925, -1.143, -0.517], [-0.329, -1.676, -0.030], [-2.537, -1.236, 1.648], [-0.988, 1.548, -1.348], [-1.519, 2.429, 0.156], [0.849, -0.473, -2.238], [0.768, -1.983, -2.368], [1.260, -1.324, -1.887], [-3.441, 0.567, 0.337], [-3.285, 0.680, 1.854], [-3.612, -0.033, 1.247], [-0.968, 0.278, -3.249], [0.364, 0.139, -4.101], [0.101, 0.544, -3.317], [1.834, -2.082, 1.986], [2.021, -2.116, 0.441], [2.580, -2.048, 1.271], [-2.842, -0.824, -2.184], [-2.514, 0.596, -2.340], [-2.383, -0.315, -2.860], [2.667, 2.863, -0.879], [1.271, 3.229, -1.213], [2.184, 3.619, -1.199], [4.160, -0.706, 0.177], [3.602, -0.949, -1.211], [3.932, -0.269, -0.689], [0.742, -1.088, 3.213], [-0.283, -1.790, 2.371], [0.587, -1.947, 2.871]], "energy_ha": -1049.2445, "e_above_lowest_kj_mol": 391.7, "largest_force_ha_per_bohr": 0.0862, "lumo_ev": 2.75, "charge": -1}


(5)
{"formula": "C9H14O3S2", "method": "ωB97M-V with the def2-TZVPD basis set", "elements": ["C", "C", "C", "C", "C", "C", "C", "C", "C", "O", "O", "O", "S", "S", "H", "H", "H", "H", "H", "H", "H", "H", "H", "H", "H", "H", "H", "H"], "coordinates": [[-0.586, -0.472, -0.615], [-0.065, 0.069, 0.466], [-1.009, 0.702, 1.433], [1.850, -0.095, 0.863], [0.357, -1.656, -4.124], [-0.013, -1.335, -1.664], [0.133, -0.575, -2.973], [-1.264, 1.780, 4.585], [-1.432, 2.244, 3.181], [-2.156, 0.393, 1.511], [-1.902, 2.710, 5.522], [-0.496, 1.578, 2.295], [2.246, -0.818, 2.221], [2.725, 0.492, -0.450], [-1.671, -0.339, -0.844], [-0.192, -2.520, -4.183], [0.268, -1.129, -5.052], [1.428, -1.880, -4.007], [1.078, -1.714, -1.510], [-0.661, -2.142, -2.080], [1.046, 0.166, -2.990], [-0.635, 0.128, -3.214], [-0.152, 1.620, 4.768], [-1.825, 0.909, 4.970], [-1.187, 3.370, 3.134], [-2.446, 2.105, 2.848], [-1.296, 2.988, 6.318], [4.028, 0.282, 0.104]], "multiplicity": 3, "energy_ha": -1373.1910, "e_above_lowest_kj_mol": 0.0, "largest_force_ha_per_bohr": 0.1135, "lumo_ev": [0.46, -2.73]}


(6)
{"formula": "C5H15N2O", "method": "ωB97M-V with the def2-TZVPD basis set", "elements": ["C", "C", "C", "C", "C", "N", "N", "H", "H", "H", "H", "H", "H", "H", "H", "H", "H", "H", "H", "H", "H", "H", "O"], "coordinates": [[-0.163, 1.913, -0.098], [1.280, 1.533, -0.213], [1.445, 0.073, -0.110], [2.298, -0.727, -0.828], [0.827, -1.629, 1.623], [0.539, -0.498, 0.740], [-1.094, 1.205, -0.803], [-0.296, 3.012, -0.199], [-0.531, 1.909, 0.980], [1.591, 1.921, -1.191], [1.952, 2.071, 0.461], [-6.651, -2.345, 1.772], [2.071, -1.727, -0.482], [1.276, -2.448, 1.059], [-0.104, -2.070, 1.965], [1.483, -1.281, 2.413], [-0.457, -0.349, 0.613], [-2.031, 1.610, -0.743], [-0.528, 0.622, -2.046], [-6.596, -2.944, 2.205], [3.353, -0.535, -0.972], [0.181, 0.551, -3.509], [0.155, 0.135, -2.639]], "energy_ha": -383.7424, "e_above_lowest_kj_mol": 810.3, "largest_force_ha_per_bohr": 0.0624, "lumo_ev": -8.10, "charge": 1}